[1]
DFT (ωB97M-V/def2-TZVPD) results for the ion C5H9N2S3 with charge +1 at a distorted geometry.

Each line ends with the Mulliken charge.
Positions of all 19 atoms, in Å:
1 C 0.508 0.102 0.238  0.5926
2 C -2.033 0.347 1.701  0.5111
3 C -0.986 -1.439 -1.047  -1.0972
4 C -1.261 1.053 -1.092  -1.2706
5 C 3.200 0.102 0.743  -0.7866
6 N 0.581 0.598 1.448  -0.5135
7 N -0.724 -0.134 -0.427  0.1330
8 S -3.489 -0.119 1.455  -0.0386
9 S -0.665 0.714 2.473  0.0777
10 S 1.962 -0.356 -0.534  0.0181
11 H -1.985 -1.823 -0.925  0.2748
12 H -0.699 -1.386 -2.087  0.3559
13 H -0.322 -2.085 -0.492  0.4450
14 H -1.023 1.134 -2.172  0.3847
15 H -2.293 1.107 -1.231  0.4533
16 H -0.948 1.956 -0.820  0.4974
17 H 3.932 0.562 0.078  0.3347
18 H 3.588 -0.819 1.096  0.3084
19 H 2.660 0.485 1.594  0.3199

## Properties
Net charge: +1
Multiplicity: 1

---

[2]
DFT (ωB97M-V/def2-TZVPD) results for a structure of composition C5H9N3 at a distorted geometry.

Each line ends with the Mulliken charge.
Positions of all 17 atoms, in Å:
1 C 0.484 0.262 -0.388  0.7809
2 C 0.429 -0.766 -1.391  -0.8340
3 C -0.811 -1.250 -0.738  -0.6186
4 C -0.933 0.197 -0.136  -0.1715
5 C 0.895 -0.153 1.006  -0.3998
6 H 1.328 2.151 -0.192  0.3156
7 H 0.734 1.989 -1.711  0.2597
8 H 0.442 -0.343 -2.397  0.3629
9 H 1.314 -1.483 -1.384  0.2569
10 H -1.816 -1.735 -1.154  0.3378
11 H -0.283 -1.904 0.065  0.2210
12 H -1.673 0.791 -0.810  0.3345
13 H -2.086 -0.150 1.418  0.2980
14 H 1.962 -0.244 1.266  0.4192
15 N 1.193 1.420 -1.017  -0.7400
16 N -1.222 0.380 1.240  -0.3472
17 N -0.014 -0.201 1.888  -0.4754

## Properties
Multiplicity: 1

---

[3]
DFT (ωB97M-V/def2-TZVPD) results for an isolated molecule of C5H9N3 at a distorted geometry.

Each line ends with the Mulliken charge.
Positions of all 17 atoms, in Å:
1 C 1.628 -1.032 0.005  -1.1232
2 C 0.602 -0.070 0.540  0.3466
3 C -0.176 -0.800 1.672  -1.1401
4 N -0.155 0.449 -0.517  0.5757
5 C -0.951 1.549 -0.478  -0.0455
6 C -1.654 1.507 -1.704  -0.4792
7 N -1.152 0.411 -2.430  -0.5556
8 N -0.298 -0.201 -1.653  -0.4035
9 H 1.051 -1.977 0.166  0.2042
10 H 2.668 -1.126 0.417  0.2982
11 H 1.742 -0.792 -1.046  0.4089
12 H 1.237 0.714 1.110  0.2247
13 H -0.239 -1.923 1.448  0.2814
14 H -1.268 -0.456 1.574  0.3191
15 H 0.269 -0.710 2.583  0.3674
16 H -0.870 2.241 0.363  0.3630
17 H -2.434 2.217 -2.050  0.3579

## Properties
Multiplicity: 1

---

[4]
DFT (ωB97M-V/def2-TZVPD) results for a structure of composition C5H9N3 at a distorted geometry.

Each line ends with the Mulliken charge.
Positions of all 17 atoms, in Å:
1 C -0.060 0.264 -2.089  -0.1267
2 C 0.365 -1.198 0.822  -0.3089
3 C -1.072 -0.375 0.586  -0.5109
4 C -0.215 0.799 0.455  0.0001
5 C 0.662 0.230 1.468  -0.8413
6 H -0.942 1.727 -1.773  0.3271
7 H 0.338 -0.541 -2.570  0.4395
8 H 1.920 -1.291 -0.312  0.1944
9 H 0.377 -2.184 1.247  0.4618
10 H -1.788 -0.470 -0.364  0.3319
11 H -1.553 -0.128 1.629  0.2979
12 H -0.638 1.881 0.421  0.3066
13 H 1.751 0.515 1.553  0.3432
14 H 0.378 0.326 2.542  0.2964
15 N -1.086 0.965 -2.389  -0.5484
16 N 0.600 0.486 -0.798  -0.2692
17 N 0.963 -1.005 -0.429  -0.3935

## Properties
Multiplicity: 1

---

Table of E (eV), in record order: -40806.682; -9797.640; -9799.102; -9796.339
Table of HOMO energy (eV), in record order: -12.77; -9.04; -9.70; -8.76
Table of relative energy (zero: lowest compared OMol25 entry of this formula, charge and spin) (kcal per mole), in record order: 24.1; 88.2; 54.5; 118.3